Record 1
{"formula": "C5H5N4O", "method": "ωB97M-V/def2-TZVPD", "total_charge": 1, "homo_lumo_gap_ev": [5.689, 5.520], "lumo_ev": [-7.70, -7.86], "e_above_lowest_kcal_mol": 150.1, "species": ["H", "H", "N", "C", "O", "C", "N", "N", "N", "C", "H", "C", "C", "H", "H"], "xyz": [[-0.34321, 2.25835, 0.87918], [1.81065, -2.23017, 1.56155], [-0.82696, -0.32119, -2.16999], [0.72751, 0.85634, 2.14704], [-2.15456, -1.96704, -2.63217], [0.10852, 0.34672, -0.07823], [-1.79991, -1.14105, -1.84680], [-0.44357, 0.65231, -1.28272], [1.27380, -0.32481, 2.25726], [1.32940, -1.28942, 1.35150], [-0.39664, -0.32162, -3.10517], [0.72902, -0.83086, 0.24851], [0.12046, 1.28866, 0.98916], [0.78227, 1.47400, 3.03659], [-0.91678, 1.54978, -1.35572]], "forces_ev_per_angstrom": [[-0.0768, 0.0344, -0.0567], [0.0171, -0.0924, -0.0347], [1.7403, 0.3108, -1.5116], [-0.3417, 0.7512, -0.0563], [0.7809, 0.5595, -0.4482], [-0.5013, 0.1174, -1.0027], [-1.7784, -0.7484, 1.8462], [-0.3607, 0.3196, 0.0519], [0.1347, -0.1262, -0.2793], [0.3592, -1.9268, -0.3713], [-0.2039, -0.0213, 0.3349], [0.0287, 1.5254, 1.5148], [0.2392, -0.4722, 0.0557], [-0.0263, 0.0781, -0.0374], [-0.0110, -0.3092, -0.0053]], "nbo_charge": [0.2661, 0.2723, -0.2839, 0.0643, -0.2918, 0.1067, 0.2225, -0.3755, -0.2245, -0.0186, 0.4039, 0.3935, -0.2199, 0.2687, 0.4162]}

***

Record 2
{"formula": "C5H5N4OS", "method": "ωB97M-V/def2-TZVPD", "spin_multiplicity": 3, "total_charge": 1, "homo_lumo_gap_ev": [7.364, 6.283], "lumo_ev": [-3.91, -6.76], "species": ["N", "O", "S", "H", "C", "C", "C", "N", "N", "H", "C", "H", "H", "N", "H", "C"], "xyz": [[-2.28205, 0.41225, -0.73166], [-1.71325, -1.64780, -1.17339], [-0.39041, 1.67438, 0.38361], [2.75711, 0.30153, 0.33147], [-1.33566, -0.49024, -0.78825], [-3.83668, 1.75397, -1.05405], [-0.11940, -0.01041, -0.19790], [-2.88508, 2.52515, -0.35879], [-3.54666, 0.52165, -1.24862], [2.59594, -0.95958, 1.39560], [1.00751, -0.76673, -0.01133], [1.72875, 0.40318, 1.60864], [-1.10740, -2.26409, -1.62308], [2.01877, -0.18372, 0.93100], [-4.83110, 2.09367, -1.41853], [-1.95617, 1.67480, -0.20126]], "forces_ev_per_angstrom": [[-2.0372, 3.6831, 0.5380], [-0.3749, -2.7697, -1.1213], [2.2562, -0.0868, 0.4897], [-1.0104, -0.3058, 1.0074], [2.5698, 0.5321, 1.1127], [-1.3017, 1.3966, 0.4313], [-2.0181, -0.9577, -0.9449], [-1.3825, 0.3797, -0.7565], [0.8836, -1.6565, -0.6437], [-1.1079, 1.0912, -0.5486], [0.4322, 1.8236, 1.6585], [-1.8822, 2.6402, 3.0531], [0.0726, 0.6153, 0.4104], [4.3447, -4.5062, -4.4626], [1.0919, 0.1355, 0.5943], [-0.5360, -2.0147, -0.8177]], "nbo_charge": [-0.2191, -0.6053, 0.4200, 0.4530, 0.5419, 0.1906, -0.4369, -0.4314, -0.2398, 0.4666, 0.2399, 0.4307, 0.5312, -0.7440, 0.2386, 0.1642]}

***

Record 3
{"formula": "C5H5NO", "method": "ωB97M-V/def2-TZVPD", "homo_lumo_gap_ev": 11.764, "lumo_ev": 0.92, "e_above_lowest_kcal_mol": 35.2, "species": ["H", "C", "C", "C", "C", "H", "C", "H", "H", "N", "O", "H"], "xyz": [[-0.17592, 1.42082, -1.27016], [-0.14531, 0.45647, 0.73683], [-1.67572, -1.97686, 0.95215], [0.21215, 0.56206, -0.72859], [0.31180, -0.63674, -1.52953], [-0.86130, 1.18214, 1.11119], [1.23414, 0.84333, 0.34903], [1.56560, 1.86526, 0.48195], [-0.22357, -0.53637, 1.16202], [0.37795, -1.60648, -2.15833], [-2.49228, -1.47801, 0.34076], [1.98802, 0.07847, 0.50130]], "forces_ev_per_angstrom": [[0.0284, -0.1843, 0.1203], [-0.0320, 0.0294, 0.1544], [-1.3652, 0.1527, -0.7768], [-0.0336, 0.0289, -0.1219], [0.0824, -0.7722, -0.4227], [0.2341, -0.0688, 0.0103], [0.2583, 0.1003, 0.0335], [-0.0122, -0.0779, -0.1214], [0.0564, 0.3823, -0.1174], [-0.0490, 0.8933, 0.5889], [0.8451, -0.6773, 0.7038], [-0.0126, 0.1935, -0.0510]], "nbo_charge": [0.2567, -0.3914, 0.5036, -0.3556, 0.2839, 0.2287, -0.3841, 0.2263, 0.2237, -0.3269, -0.4947, 0.2298]}